# 1
This record from the OMol25 dataset describes C5H11NO in the gas phase. The level of theory is ωB97M-V with the def2-TZVPD basis set.

```
18
C5H11NO, DFT ωB97M-V with the def2-TZVPD basis set
C -0.70715 1.35681 2.19849
C 0.23757 0.48517 1.37845
C -0.48612 -0.11479 0.17762
N -0.63857 0.73252 -0.95158
C 0.34935 -0.64153 -0.91388
C -0.00764 -1.42288 -2.14855
O 1.67023 -0.76892 -0.53308
H -1.22221 2.06761 1.55329
H -1.46094 0.74876 2.69962
H -0.15498 1.89806 2.96545
H 1.06096 1.09393 1.00007
H 0.67902 -0.30647 1.98643
H -1.29535 -0.83409 0.38588
H 0.00825 1.50126 -1.09702
H -1.08269 -1.40596 -2.30583
H 0.46007 -0.92351 -3.00158
H 0.36553 -2.44784 -2.11069
H 2.22468 -1.01811 -1.28308
```

Output
- SMILES: CC[C@H]1N[C@@]1(C)O
- Multiplicity: 1

# 2
This record from the OMol25 dataset describes 2 unconnected molecules or ions with the total composition C5H11NO. The level of theory is ωB97M-V with the def2-TZVPD basis set.

```
18
C5H11NO, DFT ωB97M-V with the def2-TZVPD basis set
C -0.52280 -0.37456 1.99580
C 0.13859 0.74581 1.69338
C -0.39542 1.72175 0.65178
N 0.13240 1.51705 -0.68557
C -0.24238 0.34551 -1.34431
C 0.66797 -0.33904 -2.09256
H -0.05565 -1.07973 2.68280
H -1.21831 -0.85015 1.31563
H 1.11555 0.94829 2.11011
H -0.13217 2.72453 1.00749
H -1.47635 1.58538 0.73912
H 1.11261 1.67039 -0.87895
H -1.29755 0.08076 -1.28867
H 1.71635 -0.18882 -1.85610
H 0.37684 -0.58423 -3.10477
O 0.23426 -3.01909 -0.36365
H -0.28691 -2.47657 -0.97486
H 0.13300 -2.42727 0.39332
```

Output
- SMILES: C=CCNC=C.O
- Multiplicity: 1

# 3
This record from the OMol25 dataset describes C5H11NO in the gas phase. The level of theory is ωB97M-V with the def2-TZVPD basis set.

```
18
C5H11NO, DFT ωB97M-V with the def2-TZVPD basis set
C -0.22232 -0.78972 2.72770
C -0.01795 0.22137 1.62612
O 0.10719 1.40765 1.84699
N 0.01611 -0.30648 0.36586
C 0.07579 0.50345 -0.83641
C -1.15926 0.29480 -1.68704
C 1.36276 0.25925 -1.62685
H -0.11852 -0.26057 3.66423
H -1.18577 -1.30241 2.67699
H 0.50485 -1.58992 2.63547
H -0.03819 -1.30853 0.28554
H 0.05640 1.54440 -0.50949
H -1.39757 -0.76516 -1.83601
H -2.04360 0.76527 -1.27033
H -1.03089 0.69566 -2.70076
H 1.33626 -0.70208 -2.14014
H 2.20382 0.25022 -0.92326
H 1.55087 1.08280 -2.29862
```

Output
- SMILES: CC(=O)NC(C)C
- Multiplicity: 1

What maximum force values result from the calculations? In sequence: 2.61 1.95 1.02 eV Å⁻¹.
What Kohn-Sham gap values result from the calculations? In sequence: 0.345 0.341 0.384 Ha.